{"formula": "C4H4O2S", "method": "ωB97M-V/def2-TZVPD", "symbols": ["C", "O", "O", "C", "H", "H", "S", "C", "H", "C", "H"], "xyz": [[-0.512, 1.224, -0.087], [-0.036, -0.933, -0.111], [2.213, -1.064, -0.129], [1.140, -0.260, -0.026], [1.635, 1.871, 0.009], [2.046, -1.833, 0.420], [-2.773, -0.473, -0.051], [0.911, 1.070, 0.015], [-1.011, 2.177, -0.099], [-1.063, 0.002, -0.075], [-2.551, -1.782, 0.134]], "spin_multiplicity": 1, "e_above_lowest_kcal_mol": 26.0, "homo_ev": -7.926, "e_tot_ev": -19141.8630}

{"formula": "C3H2O5", "method": "ωB97M-V/def2-TZVPD", "symbols": ["O", "O", "C", "O", "H", "H", "C", "O", "O", "C"], "xyz": [[1.832, 0.571, 1.495], [-1.712, 0.110, -1.644], [-0.975, -0.603, -0.924], [-1.050, -1.831, -1.028], [1.558, 1.391, 1.121], [-1.500, 0.969, -1.313], [0.067, 0.161, -0.081], [-0.190, 1.397, -0.120], [0.893, -1.659, 1.465], [1.077, -0.506, 1.029]], "spin_multiplicity": 1, "e_above_lowest_kcal_mol": 34.8, "homo_ev": -10.682, "e_tot_ev": -13379.2622}

{"formula": "C3H10NOS", "method": "ωB97M-V/def2-TZVPD", "symbols": ["H", "C", "H", "H", "H", "H", "O", "N", "H", "H", "C", "C", "S", "H", "H", "H"], "xyz": [[-0.732, -1.215, 1.953], [1.957, 0.289, 0.245], [-2.134, -0.152, 2.578], [-1.824, -1.457, -1.830], [-1.230, 0.624, 1.395], [2.080, 1.834, -1.179], [0.921, 0.866, 0.879], [2.161, 0.823, -1.136], [3.189, 0.789, -1.322], [1.761, -0.837, 0.108], [-1.790, -0.575, -1.305], [-1.473, -0.396, 1.732], [-2.568, -0.733, 0.270], [-2.555, 0.144, -1.766], [3.053, 0.267, 0.673], [-0.817, -0.268, -1.293]], "spin_multiplicity": 1, "e_above_lowest_kcal_mol": 73.7, "homo_ev": -2.610, "total_charge": -1, "e_tot_ev": -17644.2474}

{"formula": "C12H23LaNO2S", "method": "ωB97M-V/def2-TZVPD", "symbols": ["La", "H", "N", "H", "H", "H", "H", "C", "H", "C", "C", "H", "C", "C", "H", "C", "C", "C", "H", "O", "H", "H", "H", "O", "H", "H", "C", "H", "H", "H", "H", "H", "H", "S", "C", "H", "H", "C", "C", "H"], "xyz": [[-5.487, 0.377, -0.734], [1.881, -2.925, -0.322], [2.284, -1.985, -0.299], [2.612, 3.600, 0.806], [1.259, -1.923, 2.788], [3.100, 3.240, -0.864], [-0.443, 0.029, 2.397], [-2.086, -0.555, 1.182], [2.241, 4.720, -0.491], [0.944, 3.009, -0.460], [1.905, 0.352, -0.519], [2.822, 0.126, -1.058], [-2.011, 0.590, -1.171], [2.705, -1.922, 1.107], [0.277, 3.701, -0.961], [2.334, 3.673, -0.235], [-2.604, -0.507, -0.270], [-2.560, -1.851, -0.983], [-0.133, -2.239, 0.759], [3.794, -2.234, 1.537], [0.508, 2.790, 0.512], [1.084, -1.856, -2.142], [-3.073, -1.798, -1.948], [0.501, -1.311, -1.605], [-0.357, 0.774, 0.841], [-1.670, 1.462, -0.634], [1.175, -1.016, -0.407], [-2.158, -1.587, 1.513], [-2.722, 0.003, 1.869], [1.833, -0.410, 2.246], [2.188, 0.791, 0.430], [-3.094, -2.601, -0.406], [-1.245, 0.155, -1.821], [1.024, 1.565, -1.509], [1.495, -1.380, 1.880], [-1.532, -2.145, -1.158], [-2.793, 0.960, -1.871], [-0.614, -0.150, 1.342], [0.343, -1.271, 0.864], [-3.726, -0.253, -0.206]], "spin_multiplicity": 1, "homo_ev": -16.821, "total_charge": 3, "e_tot_ev": -30061.2941}

{"formula": "C3H10N2O2", "method": "ωB97M-V/def2-TZVPD", "symbols": ["H", "H", "H", "H", "H", "H", "O", "H", "H", "H", "C", "C", "O", "N", "C", "N", "H"], "xyz": [[1.792, -0.647, 1.456], [2.746, -0.907, -0.546], [-2.015, 1.448, 0.022], [-2.621, 0.132, -1.019], [2.372, 2.725, -1.961], [0.039, 0.996, 0.386], [-1.592, -1.604, 1.015], [1.815, 1.425, -1.345], [1.336, -0.793, -1.380], [-3.278, 0.390, 0.620], [-1.344, -0.490, 0.620], [1.093, -0.779, 0.623], [1.574, 2.178, -1.912], [1.857, -0.425, -0.592], [-2.373, 0.410, 0.003], [-0.070, 0.041, 0.690], [0.826, -1.827, 0.645]], "spin_multiplicity": 1, "e_above_lowest_kcal_mol": 12.9, "homo_ev": -9.872, "e_tot_ev": -10348.9281}

{"formula": "C14H25N3O5PrSSi", "method": "ωB97M-V/def2-TZVPD", "symbols": ["H", "H", "O", "H", "H", "H", "H", "Pr", "H", "C", "H", "H", "O", "Si", "H", "N", "H", "C", "H", "H", "C", "C", "H", "H", "H", "O", "C", "H", "S", "C", "C", "H", "C", "H", "H", "H", "C", "H", "C", "H", "C", "C", "N", "H", "C", "H", "C", "O", "N", "O"], "xyz": [[6.614, 13.263, 12.027], [10.239, 8.173, 10.635], [6.351, 5.676, 10.357], [12.492, 8.994, 10.734], [10.689, 11.105, 13.151], [9.274, 13.846, 6.084], [6.138, 14.912, 10.357], [8.087, 9.857, 11.846], [5.314, 8.128, 9.957], [7.373, 12.424, 8.399], [10.822, 10.780, 10.189], [12.137, 11.549, 11.180], [7.745, 7.035, 11.447], [7.522, 12.135, 6.528], [6.748, 14.479, 7.977], [7.342, 11.844, 10.740], [6.221, 12.871, 4.541], [6.168, 13.076, 5.648], [10.611, 7.675, 12.113], [5.272, 7.850, 13.561], [7.542, 11.488, 9.446], [9.120, 12.779, 5.774], [6.447, 9.891, 6.325], [7.106, 5.103, 10.222], [9.922, 12.111, 6.039], [5.153, 10.521, 14.898], [5.469, 7.774, 10.977], [5.197, 12.698, 5.978], [8.034, 9.812, 9.174], [6.906, 13.684, 8.725], [6.852, 13.057, 10.980], [8.983, 12.800, 4.681], [11.765, 9.357, 11.490], [4.003, 8.978, 13.176], [7.254, 10.347, 4.921], [12.198, 9.337, 12.482], [5.737, 9.948, 14.030], [8.240, 9.787, 6.276], [7.377, 10.384, 5.995], [6.289, 14.187, 5.713], [6.604, 14.033, 10.032], [5.067, 8.821, 13.168], [10.276, 11.243, 12.247], [10.241, 12.265, 12.262], [11.263, 10.835, 11.194], [4.617, 7.209, 11.213], [6.646, 6.832, 10.948], [5.664, 8.881, 11.837], [10.509, 8.492, 11.525], [6.958, 10.113, 13.680]], "spin_multiplicity": 3, "e_above_lowest_kcal_mol": 17.8, "s_squared": 2.002, "homo_ev": [-11.212, -11.214], "total_charge": 1, "e_tot_ev": -62412.2726}

{"formula": "BrH2NO2P", "method": "ωB97M-V/def2-TZVPD", "symbols": ["Br", "H", "P", "H", "O", "O", "N"], "xyz": [[-2.854, 0.669, 0.026], [0.050, -0.271, 0.950], [-1.521, -1.170, 0.067], [-0.232, 0.539, -0.419], [-1.789, -1.811, -1.299], [-1.623, -1.781, 1.440], [0.024, -0.406, -0.071]], "spin_multiplicity": 1, "e_above_lowest_kcal_mol": 4.5, "homo_ev": -5.340, "total_charge": -1, "e_tot_ev": -84953.7203}

{"formula": "C27H28AlN6OS", "method": "ωB97M-V/def2-TZVPD", "symbols": ["Al", "O", "C", "C", "H", "H", "H", "N", "C", "N", "C", "H", "C", "H", "S", "H", "N", "H", "C", "N", "H", "H", "C", "N", "H", "H", "C", "C", "C", "C", "C", "C", "H", "C", "C", "C", "N", "H", "C", "H", "H", "H", "H", "C", "C", "C", "H", "H", "H", "H", "H", "C", "H", "C", "C", "H", "H", "H", "C", "H", "C", "H", "C", "C"], "xyz": [[-0.202, 0.246, -0.325], [-3.823, -1.699, 2.411], [-0.336, 1.957, 3.447], [-2.878, -1.249, 2.013], [-4.447, 5.932, -5.485], [-1.791, 3.203, 4.417], [1.368, -2.061, 2.522], [-1.099, -1.508, -0.682], [-1.336, 1.539, -3.418], [-1.827, 2.465, -4.213], [4.160, 1.322, -2.116], [-3.369, 3.105, 2.479], [-3.244, 4.272, -4.882], [-3.625, 3.619, -5.660], [-1.416, 1.733, -1.689], [-3.569, 7.429, -3.720], [-0.875, 1.230, 1.239], [-1.459, -4.717, 0.242], [2.709, 0.191, -0.599], [1.609, 0.754, -1.140], [-2.385, -0.495, -1.957], [-1.920, 2.197, -5.187], [0.326, -2.886, 0.839], [1.126, -0.525, 1.088], [-1.850, 6.604, -2.152], [2.014, 1.282, 1.742], [-1.676, -3.796, -0.282], [-1.537, 2.645, 3.525], [0.625, -1.743, 1.787], [-0.036, 1.268, 2.291], [-2.416, 2.595, 2.450], [-1.780, 4.642, -2.996], [-3.385, -4.586, -1.316], [1.273, 0.561, 2.096], [-2.999, -2.517, -1.782], [-2.253, 5.944, -2.908], [-0.840, 0.425, -3.974], [3.235, -0.728, 1.272], [3.038, 1.920, -2.674], [2.500, -1.791, 0.092], [-0.481, -0.323, -3.410], [5.150, 1.537, -2.495], [1.188, -3.134, 0.215], [-3.215, 6.410, -3.792], [-0.859, -2.699, -0.064], [-3.708, 5.572, -4.783], [-2.735, 1.790, 0.495], [-1.003, 4.312, -2.324], [3.124, 2.619, -3.495], [4.834, -0.008, -0.563], [0.361, 1.956, 4.274], [3.986, 0.456, -1.050], [1.639, 0.150, 3.039], [1.798, 1.627, -2.157], [-2.174, -1.454, -1.515], [0.921, 2.118, -2.539], [0.155, -3.775, 1.445], [-0.823, 0.294, -4.975], [-2.061, 1.876, 1.334], [-3.829, -2.393, -2.462], [-2.751, -3.725, -1.147], [-0.283, -1.460, 2.321], [2.459, -0.785, 0.505], [-2.294, 3.813, -3.981]], "spin_multiplicity": 1, "homo_ev": -16.109, "total_charge": 3, "e_tot_ev": -56854.8399}